Entry 1:
{"formula": "C50H41BrCeClN10O3S", "method": "ωB97M-V with the def2-TZVPD basis set", "species": ["Ce", "C", "N", "C", "C", "N", "C", "C", "C", "C", "C", "C", "N", "C", "N", "C", "C", "C", "C", "C", "C", "N", "H", "H", "H", "H", "H", "H", "H", "H", "H", "H", "H", "H", "H", "H", "H", "Br", "C", "C", "C", "C", "C", "C", "N", "N", "C", "C", "C", "C", "O", "C", "N", "C", "C", "C", "C", "H", "H", "H", "H", "H", "H", "H", "H", "H", "C", "C", "C", "C", "C", "C", "C", "S", "O", "O", "N", "C", "C", "C", "C", "C", "N", "H", "H", "H", "H", "H", "H", "H", "H", "H", "H", "H", "Cl", "C", "C", "C", "C", "C", "C", "C", "H", "H", "H", "H", "H", "H"], "coordinates": [[0.10816, -0.85095, 0.51786], [-0.59565, 2.71240, -0.85544], [-0.83208, 1.37508, -1.37040], [-0.25355, 1.11165, -2.66990], [1.20651, 0.85235, -2.48087], [1.70646, 0.34689, -1.38086], [3.08872, 0.31233, -1.58621], [4.12763, -0.06598, -0.73968], [5.41688, 0.01552, -1.22509], [5.68758, 0.47629, -2.51917], [4.67477, 0.88579, -3.36263], [3.37900, 0.79943, -2.87042], [2.15177, 1.14654, -3.40593], [-0.53774, 2.66889, 0.63468], [-0.08579, 1.64540, 1.30381], [-0.16576, 2.01246, 2.64743], [0.19178, 1.31195, 3.79491], [-0.01238, 1.92914, 5.01190], [-0.54567, 3.22135, 5.09551], [-0.89396, 3.93560, 3.96639], [-0.69784, 3.30749, 2.74299], [-0.91523, 3.69616, 1.43360], [-1.35160, 3.43597, -1.18192], [0.37513, 3.05480, -1.22456], [-1.80831, 1.12571, -1.30133], [-0.40141, 1.92007, -3.39770], [-0.71244, 0.21055, -3.06804], [3.92502, -0.38558, 0.26736], [6.24031, -0.27624, -0.58652], [6.71386, 0.52837, -2.85667], [4.88529, 1.26122, -4.35565], [1.98874, 1.50854, -4.32950], [0.63113, 0.33264, 3.70846], [0.24777, 1.40675, 5.92356], [-0.67827, 3.67463, 6.06880], [-1.30136, 4.93522, 4.04322], [-1.30970, 4.56728, 1.12518], [-1.08990, -7.50073, 2.70694], [0.72758, -6.97910, 2.85132], [1.71279, -7.80036, 2.32685], [3.03913, -7.42384, 2.43948], [3.38535, -6.21348, 3.03848], [2.37425, -5.41117, 3.57841], [1.04845, -5.79372, 3.49287], [4.75821, -5.92574, 3.21057], [5.22666, -4.77926, 3.11115], [4.48358, -3.69563, 2.62362], [4.60807, -2.51104, 3.32682], [3.77452, -1.42435, 3.08502], [2.81185, -1.44905, 2.07468], [1.97989, -0.47405, 1.87856], [2.81766, -2.60356, 1.19638], [2.03537, -2.53549, 0.08524], [2.02969, -3.55318, -0.75012], [2.81068, -4.69851, -0.55979], [3.61488, -4.77731, 0.54465], [3.63174, -3.72304, 1.48234], [1.44629, -8.73192, 1.84749], [3.82729, -8.05623, 2.04993], [2.63192, -4.48948, 4.08460], [0.27011, -5.16818, 3.90893], [5.32081, -2.48904, 4.14193], [3.84242, -0.53243, 3.69561], [1.40823, -3.45229, -1.63317], [2.78226, -5.49704, -1.28798], [4.25963, -5.63227, 0.68920], [-0.65351, -1.58741, 8.50611], [-0.80166, -1.85161, 7.03408], [0.30220, -1.83920, 6.18700], [0.15588, -2.05399, 4.82574], [-1.10936, -2.28936, 4.31181], [-2.22166, -2.33162, 5.14016], [-2.06271, -2.11205, 6.49504], [-1.33185, -2.41253, 2.56240], [-0.00023, -2.67681, 2.00219], [-2.32559, -3.40298, 2.26145], [-1.68123, -0.93135, 2.07505], [-2.93184, -0.57856, 1.59376], [-4.14164, -1.18934, 1.97316], [-5.31691, -0.78922, 1.38081], [-5.29759, 0.23669, 0.44296], [-4.07593, 0.80467, 0.15952], [-2.91269, 0.42320, 0.69561], [0.38230, -1.37462, 8.76404], [-0.98176, -2.44757, 9.09118], [-1.27178, -0.73807, 8.79976], [1.29045, -1.65910, 6.59295], [1.01205, -2.06774, 4.16003], [-3.19520, -2.55281, 4.72152], [-2.92439, -2.14964, 7.14990], [-4.13193, -1.98270, 2.70046], [-6.24888, -1.26936, 1.64924], [-6.20080, 0.58528, -0.03585], [-4.01643, 1.63332, -0.54350], [-0.72077, -5.64731, -5.65091], [-0.94568, -4.55054, -4.33568], [-0.86114, -5.01525, -3.02735], [-1.05406, -4.13803, -1.98409], [-1.34684, -2.77458, -2.20627], [-1.59354, -1.88858, -1.09050], [-1.44077, -2.35154, -3.54742], [-1.23823, -3.21765, -4.59981], [-0.66612, -6.06147, -2.83593], [-1.00233, -4.50169, -0.96326], [-2.03563, -2.46354, -0.26728], [-2.28546, -1.09325, -1.37507], [-1.73590, -1.33484, -3.76925], [-1.32801, -2.87218, -5.62025]], "forces_ev_per_a": [[1.56, 2.02, -1.41], [-0.01, -0.02, 0.07], [-0.01, -0.42, 0.28], [0.00, -0.01, -0.04], [0.04, 0.09, -0.08], [-0.06, -0.20, 0.19], [0.19, 0.09, -0.29], [-0.08, 0.03, -0.05], [-0.02, -0.04, 0.09], [0.02, 0.04, -0.04], [0.00, 0.05, -0.12], [0.08, -0.20, 0.42], [-0.13, -0.06, 0.01], [-0.03, 0.10, -0.08], [0.08, -0.40, 0.24], [-0.07, 0.32, 0.12], [-0.06, 0.04, -0.05], [0.03, -0.09, -0.02], [-0.02, 0.05, 0.03], [-0.08, 0.12, -0.02], [0.24, -0.43, 0.18], [-0.03, -0.05, -0.17], [0.05, 0.02, -0.05], [-0.01, 0.05, 0.01], [-0.04, -0.04, -0.07], [-0.01, -0.02, -0.01], [-0.06, -0.03, -0.10], [0.05, -0.04, 0.07], [-0.01, 0.01, -0.01], [-0.01, -0.01, -0.02], [0.00, -0.01, 0.01], [-0.06, 0.04, 0.00], [0.04, -0.07, 0.09], [0.01, 0.00, -0.01], [-0.02, 0.00, -0.01], [0.01, 0.00, -0.03], [0.01, 0.03, -0.03], [0.10, 0.07, 0.00], [-0.15, -0.12, -0.06], [-0.10, 0.02, -0.03], [0.29, 0.22, 0.06], [-0.98, -0.11, 0.10], [0.14, -0.11, 0.12], [0.04, 0.02, -0.06], [0.53, 0.06, 0.17], [0.50, -0.60, -0.15], [-0.54, 1.04, 0.12], [0.09, -0.79, -0.08], [-0.62, 0.41, -0.35], [1.05, -1.15, 0.41], [-1.63, 0.32, -1.07], [0.33, 0.24, 0.54], [-0.41, -0.01, 0.19], [-0.02, 0.23, -0.19], [0.15, -0.10, 0.09], [-0.07, 0.03, -0.18], [0.15, 0.20, -0.27], [-0.01, 0.00, 0.00], [-0.01, -0.04, 0.05], [-0.05, -0.02, 0.02], [-0.01, -0.02, 0.03], [0.00, 0.05, 0.00], [0.01, 0.00, 0.00], [-0.03, -0.05, 0.04], [0.00, 0.04, -0.02], [0.00, 0.00, -0.04], [0.01, -0.04, -0.06], [0.00, 0.03, 0.07], [0.00, -0.01, -0.01], [0.06, -0.13, -0.15], [0.17, -0.03, -0.25], [-0.14, -0.06, -0.09], [0.06, -0.03, -0.05], [-1.64, -0.58, 1.73], [0.46, 0.16, -0.38], [0.17, 0.19, 0.08], [0.65, -0.83, -0.22], [-1.16, 0.53, -0.38], [0.44, 0.05, 0.09], [-0.06, 0.09, -0.05], [0.01, -0.07, 0.10], [0.11, 0.25, -0.11], [0.04, -0.51, 0.36], [-0.02, 0.02, 0.03], [0.00, 0.00, -0.01], [0.03, 0.01, 0.04], [-0.01, -0.01, 0.01], [0.03, 0.08, 0.08], [-0.02, 0.02, 0.07], [-0.01, 0.01, -0.01], [-0.08, -0.05, 0.01], [0.02, 0.00, 0.03], [0.02, 0.02, -0.02], [-0.02, -0.04, -0.01], [0.04, -0.10, -0.10], [-0.02, 0.12, 0.08], [0.02, -0.05, -0.33], [-0.09, 0.60, 0.10], [0.43, -0.88, -0.89], [0.01, 0.55, 0.85], [0.02, -0.03, 0.61], [0.09, -0.34, -0.04], [0.02, -0.02, -0.04], [-0.02, -0.02, 0.01], [-0.07, 0.11, 0.12], [0.11, 0.16, 0.21], [-0.03, 0.07, 0.01], [0.00, -0.06, -0.03]], "mulliken_charge": [0.53, -0.80, 0.11, -0.17, 0.07, 0.52, -0.38, -0.05, -0.95, -0.53, -1.11, 0.46, -0.04, 0.06, 0.68, 0.03, 0.27, -1.02, -0.64, -1.19, 0.36, -0.09, 0.46, 0.31, 0.06, 0.57, -0.58, 0.65, 0.51, 0.41, 0.43, 0.23, 0.51, 0.54, 0.42, 0.43, 0.24, -0.16, -0.10, -0.59, -0.21, -0.53, 0.13, -0.13, -0.47, -0.53, 0.07, -0.38, -0.71, 0.15, -0.54, 0.27, 0.66, -0.41, -1.57, -0.56, 0.23, 0.44, 0.49, 0.60, 0.50, 0.46, 0.58, 0.79, 0.53, 0.72, -1.72, 1.01, -0.79, -0.36, 0.03, -0.78, -0.92, 1.57, -0.55, -0.76, 0.72, 0.50, -0.89, -0.71, -1.03, -0.13, 0.25, 0.37, 0.40, 0.38, 0.44, 0.49, 0.43, 0.45, 0.32, 0.45, 0.44, 0.37, -0.21, 0.37, -0.90, -0.35, 0.37, -1.22, -0.11, -1.18, 0.49, 0.56, 0.73, 0.61, 0.41, 0.43], "mol_weight_g_mol": 1117.49, "homo_lumo_gap_ev": [5.82, 5.83], "charge": 1, "e_tot_ha": -6610.682214, "relative_energy_kcal_mol": 0.0, "fmax_ev_per_a": 2.916}


Entry 2:
{"formula": "C50H43Br2CsN9O3S2", "method": "ωB97M-V with the def2-TZVPD basis set", "species": ["Cs", "C", "C", "C", "C", "N", "C", "N", "C", "N", "C", "N", "C", "C", "C", "C", "C", "N", "C", "C", "C", "C", "C", "C", "H", "H", "H", "H", "H", "H", "H", "H", "H", "H", "H", "H", "C", "C", "C", "O", "C", "O", "O", "H", "H", "H", "H", "H", "H", "H", "S", "C", "N", "C", "C", "N", "C", "C", "C", "C", "C", "C", "C", "C", "S", "C", "C", "C", "C", "C", "C", "C", "H", "H", "H", "H", "H", "H", "H", "H", "H", "H", "H", "H", "H", "H", "H", "H", "H", "H", "Br", "C", "C", "C", "N", "C", "C", "C", "C", "C", "Br", "C", "C", "N", "H", "H", "H", "H", "H", "H"], "coordinates": [[0.02562, -0.25295, -0.82759], [-5.20194, 0.20095, 4.19987], [-5.21509, 1.10052, 3.14049], [-4.43166, 0.84561, 2.03540], [-3.65186, -0.32346, 1.99970], [-3.61963, -1.17505, 3.03381], [-4.38028, -0.90746, 4.09048], [-2.82971, -0.57598, 0.91122], [-3.39828, -0.91954, -0.20834], [-2.71118, -0.98664, -1.36417], [-3.53756, -1.34800, -2.36414], [-3.26564, -1.47468, -3.62325], [-1.99287, -1.08693, -4.03220], [-1.18375, -2.01317, -4.71164], [0.07372, -1.63258, -5.13372], [0.50023, -0.33154, -4.89882], [-0.37275, 0.52034, -4.24833], [-1.58366, 0.16836, -3.82095], [-4.89207, -1.62771, -1.81407], [-6.04453, -2.08268, -2.42287], [-7.16300, -2.28381, -1.62194], [-7.10263, -2.03572, -0.25554], [-5.93826, -1.57103, 0.34864], [-4.82381, -1.35464, -0.44794], [-5.79521, 0.35843, 5.09082], [-5.83216, 1.99055, 3.17850], [-4.40047, 1.51979, 1.19082], [-4.33019, -1.62798, 4.90280], [-1.56126, -3.01515, -4.86398], [0.72286, -2.34392, -5.62943], [1.48104, 0.01352, -5.19384], [-0.07817, 1.54727, -4.04471], [-6.04571, -2.27632, -3.48788], [-8.08798, -2.64428, -2.05600], [-7.97984, -2.20773, 0.35689], [-5.93246, -1.39712, 1.41614], [5.42148, 0.27415, -1.97445], [4.12132, 1.06402, -2.06230], [3.77099, 1.37337, -3.51452], [4.25619, 2.27770, -1.33446], [2.96290, 0.23565, -1.42532], [2.66760, -0.86599, -1.91592], [2.40775, 0.79430, -0.44415], [6.24059, 0.86750, -2.38811], [5.33294, -0.66201, -2.52590], [5.65186, 0.04395, -0.93262], [4.58552, 1.93131, -3.98357], [2.86678, 1.98563, -3.55222], [3.59820, 0.44837, -4.06419], [3.53781, 2.19234, -0.67290], [0.99887, 2.60577, 1.53258], [0.21406, 4.00208, 1.88219], [0.61694, 4.89695, 2.81924], [0.04441, 6.22790, 2.86482], [-0.26978, 6.66390, 1.45385], [-1.19121, 5.70381, 0.87474], [-2.15314, 6.21440, -0.09894], [-1.46673, 6.56186, -1.39982], [-1.09574, 5.53977, -2.27417], [-0.41499, 5.83515, -3.44386], [-0.10240, 7.15242, -3.75596], [-0.47347, 8.17299, -2.89529], [-1.15226, 7.87613, -1.72010], [-1.01954, 4.37793, 1.09172], [-2.03428, 3.20794, 0.53306], [1.73472, 4.62847, 3.71588], [2.97485, 5.39142, 3.31231], [3.52448, 6.34898, 4.15690], [4.65302, 7.06443, 3.77570], [5.23725, 6.82783, 2.54186], [4.69240, 5.87422, 1.69060], [3.56832, 5.15956, 2.07136], [0.78084, 6.90081, 3.30500], [-0.86218, 6.24792, 3.48081], [0.65339, 6.74015, 0.86791], [-0.75344, 7.64107, 1.45480], [-2.63641, 7.09610, 0.32774], [-2.90254, 5.44043, -0.24488], [-1.33898, 4.51370, -2.02632], [-0.12808, 5.03549, -4.11444], [0.42920, 7.37940, -4.67131], [-0.23443, 9.20147, -3.13523], [-1.44548, 8.67585, -1.04785], [1.91148, 3.55502, 3.69559], [1.43392, 4.91404, 4.72768], [3.06852, 6.53461, 5.12364], [5.07161, 7.80641, 4.44442], [6.11709, 7.38269, 2.24118], [5.14636, 5.67857, 0.72741], [3.14592, 4.41149, 1.41080], [6.38344, -2.70791, 1.19313], [4.77603, -1.83111, 1.67613], [4.73423, -0.45462, 1.73830], [3.52101, 0.13233, 2.07202], [2.42069, -0.55588, 2.33992], [2.48331, -1.88258, 2.27796], [3.64462, -2.57622, 1.95253], [1.22442, -2.62457, 2.57222], [1.18612, -3.55059, 3.61253], [-0.00929, -4.20426, 3.84382], [-0.13270, -5.46239, 5.26001], [-1.11289, -3.93900, 3.05926], [-0.96337, -3.01030, 2.03768], [0.17586, -2.37441, 1.79286], [5.59928, 0.15402, 1.51650], [3.43406, 1.21151, 2.11109], [3.64687, -3.65506, 1.88778], [2.05763, -3.73008, 4.22654], [-2.06489, -4.41961, 3.23044], [-1.80311, -2.74585, 1.40893]], "forces_ev_per_a": [[-0.89, -0.26, 0.32], [0.00, -0.06, 0.09], [0.04, 0.02, -0.13], [-0.03, 0.01, 0.07], [0.22, -0.03, 0.21], [0.09, -0.02, -0.19], [-0.07, 0.03, 0.09], [-0.67, -0.11, -0.28], [0.18, 0.02, 0.35], [0.06, -0.07, -0.11], [-0.17, -0.08, -0.35], [-0.06, 0.06, 0.26], [0.18, -0.06, -0.13], [-0.02, 0.05, 0.06], [-0.08, -0.04, 0.04], [0.07, 0.08, -0.01], [-0.01, -0.06, -0.11], [-0.10, 0.08, 0.00], [-0.13, 0.03, 0.17], [0.17, 0.05, 0.02], [-0.04, -0.02, 0.01], [-0.08, -0.02, -0.01], [0.09, 0.05, 0.10], [-0.32, -0.08, -0.29], [0.00, 0.00, -0.01], [0.01, 0.00, -0.01], [-0.01, 0.01, 0.00], [0.01, 0.01, -0.01], [0.01, 0.00, -0.02], [0.00, 0.00, -0.01], [0.00, -0.03, 0.01], [-0.02, 0.00, -0.01], [-0.05, -0.01, 0.00], [0.01, 0.00, -0.02], [0.00, 0.00, -0.01], [0.06, 0.02, 0.00], [-0.04, 0.00, -0.01], [-0.09, -0.16, -0.08], [0.02, 0.05, 0.06], [0.03, 0.01, 0.02], [0.64, 0.12, -0.23], [0.21, -0.08, -0.16], [0.82, 0.62, 0.35], [0.01, -0.01, 0.00], [0.01, 0.00, 0.01], [0.01, 0.00, -0.02], [-0.02, 0.01, -0.01], [0.00, -0.01, -0.02], [0.01, -0.01, 0.00], [0.00, 0.00, -0.02], [-0.08, -0.02, -0.01], [0.36, -0.06, 0.23], [-0.07, -0.17, -0.09], [-0.04, 0.06, -0.03], [0.08, 0.03, 0.04], [0.01, -0.15, 0.02], [0.04, 0.00, -0.05], [-0.04, -0.07, 0.00], [0.02, 0.02, 0.03], [0.00, 0.00, 0.01], [0.01, 0.00, -0.03], [0.00, 0.03, 0.01], [-0.02, 0.00, 0.00], [-0.36, 0.17, -0.28], [0.02, -0.01, 0.09], [0.01, 0.06, -0.04], [-0.01, 0.00, 0.05], [0.00, -0.03, -0.03], [0.01, 0.01, 0.03], [0.02, 0.02, -0.01], [0.00, -0.02, -0.02], [-0.02, 0.00, 0.00], [0.00, 0.00, 0.00], [0.01, 0.01, 0.01], [-0.02, 0.01, 0.00], [0.00, 0.00, 0.00], [0.02, 0.02, 0.02], [-0.01, 0.01, -0.01], [0.00, 0.00, 0.00], [0.00, 0.00, 0.00], [0.00, 0.01, 0.01], [0.00, 0.00, 0.00], [0.00, 0.00, 0.00], [0.01, -0.01, 0.01], [-0.01, 0.02, 0.00], [0.00, -0.01, 0.00], [0.00, 0.00, -0.01], [0.00, 0.00, 0.01], [0.00, -0.01, 0.00], [0.00, 0.01, 0.00], [0.00, 0.00, 0.00], [-0.03, -0.02, 0.01], [0.04, 0.06, 0.01], [0.04, -0.04, -0.01], [-0.13, 0.03, 0.08], [0.14, 0.06, -0.04], [-0.05, -0.02, -0.02], [-0.09, -0.31, 0.07], [0.08, 0.08, -0.04], [-0.07, 0.01, -0.05], [0.01, 0.02, -0.02], [-0.01, -0.07, 0.05], [0.06, 0.01, 0.06], [0.05, 0.20, -0.08], [0.00, -0.02, 0.00], [0.00, 0.00, 0.00], [0.01, 0.00, 0.00], [0.00, 0.00, 0.00], [0.00, 0.01, 0.01], [-0.01, 0.00, 0.00]], "mulliken_charge": [0.94, -0.49, -0.63, -0.21, -0.38, -0.29, -0.46, 0.38, -0.20, -0.01, -0.21, -0.79, 0.76, -0.64, -0.56, -0.17, -0.46, -0.34, -0.36, -0.06, -0.62, -0.80, 0.07, 0.65, 0.40, 0.42, 0.50, 0.43, 0.42, 0.39, 0.35, 0.41, 0.54, 0.37, 0.43, 0.33, -1.42, 1.63, -1.56, -0.74, 0.86, -0.74, -0.63, 0.45, 0.28, 0.06, 0.46, 0.25, 0.19, 0.11, 0.05, -0.12, 0.29, -0.90, -0.61, 0.22, -1.77, 0.75, -0.19, -0.70, -0.43, -0.62, -0.28, -0.38, -0.01, -1.60, 0.72, -0.28, -0.57, -0.40, -0.88, -0.02, 0.45, 0.30, 0.28, 0.48, 0.51, 0.55, 0.52, 0.43, 0.38, 0.36, 0.33, 0.47, 0.43, 0.36, 0.37, 0.38, 0.50, 0.38, -0.18, -0.09, -0.65, -0.08, -0.20, 0.48, -0.71, 0.08, -0.40, -0.12, -0.22, -0.85, -0.26, 0.17, 0.55, 0.41, 0.50, 0.53, 0.46, 0.50], "mol_weight_g_mol": 1174.80, "homo_lumo_gap_ev": 6.63, "charge": -1, "e_tot_ha": -8614.400032, "relative_energy_kcal_mol": 12.4, "fmax_ev_per_a": 1.080}